Computed, not measured: a single C2H2Cl4S molecule, with wB97M-V/def2-TZVPD.

Results
- 2S+1: 1
- Strongest force on any atom: 3.06 eV Å⁻¹
- HOMO: -9.37 eV
- ΔE to the lowest compared entry with this formula, charge and spin: 25.98 kJ/mol

Geometry (Å):
Cl 1.7235 -1.9788 1.7589
S 1.5502 -0.2367 0.8539
C -0.1990 -0.2844 0.3751
Cl -0.6312 -1.8685 -0.5219
C -0.3559 0.9263 -0.5309
Cl -1.8298 0.9406 -1.4962
Cl 1.0719 0.9928 -1.6876
H -1.0565 -0.3952 1.2139
H -0.2733 1.9038 0.0348

Atoms 1-2, force components in eV/Å:
Cl 0.0876 -0.8137 0.8136
S -0.5703 0.2874 0.0686

Computed, not measured: a single C2H2ClF molecule, with wB97M-V/def2-TZVPD.

Results
- 2S+1: 1
- Strongest force on any atom: 3.41 eV Å⁻¹
- HOMO: -9.81 eV
- ΔE to the lowest compared entry with this formula, charge and spin: 104.59 kJ/mol

Geometry (Å):
C -1.0674 1.1599 -0.0369
C -0.3853 0.0223 0.0426
F -1.2022 -1.0572 -0.0193
Cl 1.3190 -0.0345 -0.0002
H -2.1779 0.7176 0.1648
H -0.7080 2.2903 -0.0224

Atoms 1-2, force components in eV/Å:
C -2.0234 0.4034 1.4103
C -1.0851 2.0598 -0.9332